No. 1
# C5H33NO11

A 11-piece molecular cluster, C5H33NO11 overall (ωB97M-V/def2-TZVPD, the OMol25 dataset).

Calculated values
- SMILES = CC(C)[C@H](N)CO.O.O.O.O.O.O.O.O.O.O
- energy above the lowest of the compared OMol25 structures with the same formula, charge and spin (kcal per mole) = 50.9
- F_max (eV Å⁻¹) = 2.4

Atoms and positions in Å:
O1 2.79874 2.39082 0.45797
O2 1.75275 0.05515 3.36030
O3 -0.17284 -2.54388 0.55448
O4 -2.12619 -1.88228 -1.86444
O5 -1.94168 0.81950 1.89130
O6 -1.54569 -1.63844 2.86730
O7 -3.98333 -0.23181 -0.77856
O8 -2.82356 2.20022 -0.21471
O9 -0.71028 2.22264 -1.91782
O10 -1.36696 -1.64014 -4.50342
O11 0.00883 3.38682 0.59272
N1 0.41351 0.34127 0.43491
C1 3.58582 -0.36830 0.59188
C2 1.17102 -0.64319 -0.34374
C3 2.62822 -0.22682 -0.64076
C4 3.23328 -1.16843 -1.73050
C5 1.13172 -1.94646 0.44998
H1 -4.18509 0.69776 -0.92803
H2 -1.13850 -1.99460 2.04214
H3 -0.13569 2.64975 1.19005
H4 -1.73075 -1.41401 -3.61754
H5 -1.91409 0.75221 2.84666
H6 3.06787 -0.81338 -2.74013
H7 3.67276 -1.42284 0.85632
H8 2.88824 2.32894 1.42183
H9 -3.34364 3.00925 -0.05321
H10 0.49368 0.21187 1.43229
H11 -1.48244 2.09372 -1.32853
H12 4.55746 0.10215 0.54464
H13 -0.10680 2.96382 -0.27527
H14 -2.16032 -2.32011 3.17142
H15 0.67295 1.26802 0.13745
H16 4.28384 -1.25487 -1.47692
H17 -3.71115 -0.23229 0.15012
H18 2.78974 -2.15763 -1.69136
H19 1.09151 -0.55573 3.69540
H20 2.66592 0.80506 -0.92076
H21 -2.64226 2.01616 0.73255
H22 -1.38857 -1.46230 -1.40924
H23 -0.75756 1.64193 -2.68132
H24 -1.84547 -0.12268 1.67608
H25 -2.94188 -1.47518 -1.51441
H26 2.28962 0.55499 3.98677
H27 3.08102 0.16312 1.39567
H28 -0.78259 -2.37226 -4.31719
H29 1.32457 -1.67983 1.48132
H30 -0.55281 -2.68065 -0.32767
H31 0.66334 -0.71076 -1.29740
H32 1.98420 2.92256 0.51624
H33 1.84907 -2.63477 0.00873

---

No. 2
# C28H36N8O5Sr

C28H36N8O5Sr as an isolated structure (ωB97M-V/def2-TZVPD, the OMol25 dataset).

Calculated values
- energy above the lowest of the compared OMol25 structures with the same formula, charge and spin (kcal per mole) = 6.6
- F_max (eV Å⁻¹) = 2.4

Atoms and positions in Å:
Sr1 -1.22023 -0.39415 0.73586
O1 -2.40049 1.38068 2.04834
O2 -1.01639 -0.48314 5.13399
O3 -1.86600 -4.44656 -0.21791
O4 -2.09611 -2.27004 -0.54256
O5 -0.35430 -0.25859 2.98909
N1 1.08972 -2.09302 0.40143
N2 -1.41017 2.00477 -1.80374
N3 -2.52113 -1.89225 2.22403
N4 0.84166 -0.52155 -3.28527
N5 -1.86375 0.76743 -1.55521
N6 0.08799 -3.42348 -1.97176
N7 0.79166 0.94756 -0.29598
N8 2.06849 -1.32795 0.92860
C1 -1.77195 2.42352 -3.03138
C2 0.36308 2.25037 -0.11453
C3 2.15181 0.77899 -0.35894
C4 -2.54546 0.40788 -2.63532
C5 4.97596 0.31075 -0.64861
C6 -1.00405 -0.79611 3.95245
C7 0.81398 -3.00461 1.34161
C8 -0.66082 4.88390 0.38808
C9 3.01208 1.68479 -1.01755
C10 2.39349 -1.73637 2.16546
C11 0.94583 3.12231 0.82761
C12 6.45377 0.06235 -0.79492
C13 1.60977 -2.82497 2.47405
C14 2.79300 -0.36450 0.15338
C15 4.36569 1.46027 -1.14987
C16 -1.94344 -1.99314 3.57024
C17 -3.35835 0.51834 2.69104
C18 0.72225 -1.85827 -3.82437
C19 -1.21545 6.25441 0.66983
C20 -2.23091 -3.31420 0.15413
C21 -0.36770 -2.74432 -3.21733
C22 -2.50896 1.41432 -3.61208
C23 -1.26003 4.04261 -0.53336
C24 -2.82624 -3.17430 1.57099
C25 0.45739 4.39078 1.06110
C26 -0.75579 2.77235 -0.78636
C27 -3.57825 -0.88923 2.08166
C28 4.15532 -0.59638 -0.00037
H1 -4.32486 1.01296 2.58720
H2 -3.15459 0.44829 3.75966
H3 -3.01844 -0.56147 -2.66539
H4 3.13753 -1.21089 2.73881
H5 -1.46970 3.39130 -3.39350
H6 4.97119 2.19146 -1.67472
H7 -3.84232 -0.82103 1.01278
H8 4.57242 -1.50953 0.41201
H9 -1.29262 6.84930 -0.24213
H10 -0.70863 -3.89764 -1.46685
H11 1.07604 -0.49236 -2.29957
H12 -2.44612 -3.99063 2.18075
H13 0.06130 -3.75740 1.15827
H14 -1.33068 -2.89449 3.61373
H15 6.65210 -0.92317 -1.21993
H16 -2.14587 4.36508 -1.07044
H17 0.79930 -4.12322 -2.17138
H18 -1.56494 1.37114 2.55238
H19 -1.22721 -2.14601 -2.92416
H20 -2.21302 6.19591 1.10963
H21 0.52965 -1.78560 -4.89667
H22 0.50009 -2.74971 -1.28733
H23 -3.90791 -3.34929 1.49303
H24 -2.95281 1.40762 -4.59179
H25 -2.69629 -2.08893 4.35969
H26 -4.51212 -1.21965 2.56866
H27 1.69197 -2.36016 -3.72867
H28 -0.57642 6.79462 1.36758
H29 6.96499 0.11363 0.16893
H30 1.80551 2.76501 1.38130
H31 6.90912 0.80505 -1.44961
H32 1.59393 -3.37899 3.39568
H33 -0.02026 -0.00035 -3.39413
H34 2.57555 2.58119 -1.44048
H35 0.94520 5.01400 1.80252
H36 -0.69806 -3.51726 -3.91140

---

No. 3
# C6H6NPS

A single C6H6NPS molecule (ωB97M-V/def2-TZVPD, the OMol25 dataset).

Calculated values
- SMILES = [H]/N=C1\C=CC=C[C@H]1P=S
- energy above the lowest of the compared OMol25 structures with the same formula, charge and spin (kcal per mole) = 0.0
- F_max (eV Å⁻¹) = 3.3

Atoms and positions in Å:
S1 -0.02982 0.13812 -3.02484
P1 1.40869 -0.83642 -2.17709
N1 2.22348 0.99176 0.29473
C1 1.07318 0.51753 0.37790
C2 0.82843 -0.90107 -0.22038
C3 -1.35638 0.73471 0.65369
C4 -1.55997 -0.62214 0.34010
C5 -0.56152 -1.37561 -0.07710
C6 -0.09649 1.22131 0.85710
H1 -2.50531 -1.02299 0.26783
H2 2.15107 1.87749 0.74256
H3 -2.32512 1.09729 0.98327
H4 -0.67820 -2.41912 -0.50753
H5 1.41839 -1.67561 0.27795
H6 0.00958 2.27475 1.21181